P | # C4H5N3

A single C4H5N3 molecule (ωB97M-V/def2-TZVPD, the OMol25 dataset).

Positions of all 12 atoms, in Å:
1 C 0.893 0.069 -0.005
2 C 0.114 1.256 -0.038
3 C -1.348 1.102 -0.001
4 C -0.972 -1.216 -0.065
5 H 2.852 0.935 -0.185
6 H 2.752 -0.792 0.157
7 H 0.532 2.322 0.232
8 H -2.158 1.824 0.189
9 H -1.420 -2.179 0.133
10 N 2.276 0.020 -0.016
11 N -1.878 -0.181 -0.026
12 N 0.362 -1.179 0.061

Properties
Lowest unoccupied orbital energy: 0.029 Ha
Multiplicity: 1

These are the Mulliken partial charges, in e, on atoms 1 to 2: atom 1 (C): 0.830, atom 2 (C): -0.531



Q | # C4H5N3

A single C4H5N3 molecule (ωB97M-V/def2-TZVPD, the OMol25 dataset).

Positions of all 12 atoms, in Å:
1 C -0.191 1.676 0.392
2 C -0.383 0.326 -0.186
3 C -0.893 -1.493 -1.011
4 C 0.615 -0.719 0.221
5 H 0.690 2.234 0.044
6 H -0.157 1.478 1.554
7 H -1.020 2.399 -0.001
8 H -1.619 -2.228 -1.358
9 H 2.445 -1.183 0.967
10 N -1.250 -0.180 -1.045
11 N 0.100 -1.890 -0.369
12 N 1.665 -0.419 0.792

Properties
Lowest unoccupied orbital energy: -0.036 Ha
Multiplicity: 1

These are the Mulliken partial charges, in e, on atoms 1 to 2: atom 1 (C): -0.914, atom 2 (C): 0.761



Which one is most stable, and which one is least stable? P is the most stable of them, while Q is the least stable.



P | # C4H5N3

2 unconnected molecules or ions with the total composition C4H5N3 (ωB97M-V/def2-TZVPD, the OMol25 dataset).

Positions of all 12 atoms, in Å:
1 C -1.608 0.949 -0.283
2 C 1.338 0.953 0.061
3 C -0.709 -1.308 0.459
4 C -0.681 -0.088 -0.399
5 N -2.366 1.806 -0.361
6 N 2.509 0.052 -0.153
7 N 2.182 0.861 -1.020
8 H 1.395 1.733 0.904
9 H -1.468 -1.258 1.207
10 H -0.648 -2.294 -0.074
11 H 0.277 -1.204 1.014
12 H -0.221 -0.202 -1.356

Properties
Lowest unoccupied orbital energy: -0.021 Ha
Multiplicity: 1

These are the Mulliken partial charges, in e, on atoms 1 to 2: atom 1 (C): 0.327, atom 2 (C): 0.052



Q | # C4H5N3

A single C4H5N3 molecule (ωB97M-V/def2-TZVPD, the OMol25 dataset).

Positions of all 12 atoms, in Å:
1 C -2.181 0.089 0.154
2 C -1.276 -0.852 -0.103
3 C 0.214 -0.501 -0.180
4 C 0.788 0.709 -0.128
5 H -3.442 0.113 0.267
6 H -1.896 1.133 -0.202
7 H -1.772 -1.898 0.267
8 H 0.699 1.804 -0.350
9 H 2.883 1.074 0.102
10 N 2.182 0.486 0.171
11 N 2.508 -0.845 0.034
12 N 1.294 -1.311 -0.033

Properties
Lowest unoccupied orbital energy: 0.029 Ha
Multiplicity: 1

These are the Mulliken partial charges, in e, on atoms 1 to 2: atom 1 (C): -0.570, atom 2 (C): -0.263



Which one is most stable, and which one is least stable? Q is the most stable of them, while P is the least stable.



P | # C4H10O3

2 unconnected molecules or ions with the total composition C4H10O3 (ωB97M-V/def2-TZVPD, the OMol25 dataset).

Positions of all 17 atoms, in Å:
1 O 2.381 1.194 -1.016
2 C 1.523 1.591 -0.263
3 C 1.093 0.792 0.931
4 C 0.075 -0.272 0.464
5 C -0.720 -0.815 1.643
6 O -0.815 0.383 -0.442
7 H 1.013 2.513 -0.574
8 H 0.549 1.399 1.656
9 H 1.990 0.333 1.342
10 H 0.639 -1.036 -0.078
11 H -1.285 0.011 2.075
12 H -0.092 -1.261 2.414
13 H -1.454 -1.562 1.341
14 H -1.355 -0.318 -0.813
15 H -3.260 -2.433 -0.866
16 H -1.799 -2.682 -1.186
17 O -2.494 -2.022 -1.279

Properties
Lowest unoccupied orbital energy: 0.015 Ha
Multiplicity: 1

These are the Mulliken partial charges, in e, on atoms 1 to 2: atom 1 (O): -0.487, atom 2 (C): -0.007



Q | # C4H10O3

2 unconnected molecules or ions with the total composition C4H10O3 (ωB97M-V/def2-TZVPD, the OMol25 dataset).

Positions of all 17 atoms, in Å:
1 O 2.701 -1.212 0.133
2 O 2.370 -3.032 -1.157
3 C 2.520 -2.406 0.040
4 C 2.432 -3.381 1.175
5 H 2.443 -2.313 -1.842
6 H 2.556 -2.857 2.138
7 H 3.222 -4.146 1.087
8 H 1.451 -3.886 1.173
9 O 2.604 -0.639 -2.879
10 C 0.187 -0.285 -2.658
11 C 1.461 0.024 -3.423
12 H 2.714 -0.328 -1.956
13 H 0.010 -1.373 -2.638
14 H -0.677 0.203 -3.141
15 H 0.261 0.079 -1.619
16 H 1.386 -0.344 -4.465
17 H 1.632 1.117 -3.465

Properties
Lowest unoccupied orbital energy: 0.032 Ha
Multiplicity: 1

These are the Mulliken partial charges, in e, on atoms 1 to 2: atom 1 (O): -0.584, atom 2 (O): -0.474



Which one is most stable, and which one is least stable? Q is the most stable of them, while P is the least stable.



P | # C4H10O3

2 unconnected molecules or ions with the total composition C4H10O3 (ωB97M-V/def2-TZVPD, the OMol25 dataset).

Positions of all 17 atoms, in Å:
1 C -0.079 1.738 1.108
2 O -1.100 2.178 2.011
3 C -0.668 0.968 -0.062
4 C 0.255 0.281 -1.079
5 C 0.967 1.249 -1.980
6 O 0.646 2.401 -2.077
7 H 0.429 2.634 0.729
8 H 0.605 1.128 1.700
9 H -1.920 2.153 1.520
10 H -1.311 0.212 0.394
11 H -1.295 1.658 -0.635
12 H -0.413 -0.422 -1.585
13 H 0.947 -0.427 -0.605
14 H 1.700 0.800 -2.672
15 H 0.055 -5.325 0.444
16 H 1.020 -5.822 1.397
17 O 0.161 -5.404 1.391

Properties
Lowest unoccupied orbital energy: 0.021 Ha
Multiplicity: 1

These are the Mulliken partial charges, in e, on atoms 1 to 2: atom 1 (C): -0.246, atom 2 (O): -0.505



Q | # C4H10O3

3 unconnected molecules or ions with the total composition C4H10O3 (ωB97M-V/def2-TZVPD, the OMol25 dataset).

Positions of all 17 atoms, in Å:
1 C -0.001 -1.832 1.536
2 C 0.810 -2.004 0.454
3 C 0.473 -1.251 -0.752
4 C -0.826 -0.843 -0.940
5 O -0.974 0.415 -1.475
6 H -0.092 -2.581 2.300
7 H -0.858 -1.169 1.573
8 H 1.245 -2.989 0.351
9 H 1.036 -1.533 -1.644
10 H -1.714 -1.341 -0.543
11 H -0.913 1.040 -0.746
12 H -0.424 2.521 0.559
13 H -1.949 2.323 0.685
14 O -1.282 2.864 0.257
15 H 1.989 1.527 -0.326
16 H 2.469 0.869 0.946
17 O 1.713 1.344 0.586

Properties
Lowest unoccupied orbital energy: 0.008 Ha
Multiplicity: 1

These are the Mulliken partial charges, in e, on atoms 1 to 2: atom 1 (C): -0.728, atom 2 (C): -0.119



R | # C4H10O3

2 unconnected molecules or ions with the total composition C4H10O3 (ωB97M-V/def2-TZVPD, the OMol25 dataset).

Positions of all 17 atoms, in Å:
1 O 1.497 -0.432 -0.595
2 O -0.777 0.298 -0.698
3 C 0.271 -0.641 -0.705
4 C -0.473 1.712 -0.735
5 C -1.041 -2.333 0.464
6 C -0.356 -1.970 -0.846
7 H 0.628 1.754 -0.781
8 H -0.802 2.147 0.224
9 H -0.883 2.321 -1.558
10 H -0.380 -2.008 1.285
11 H -1.152 -3.429 0.514
12 H -2.033 -1.871 0.607
13 H 0.417 -2.751 -0.979
14 H -1.051 -2.034 -1.705
15 O 1.904 2.944 2.186
16 H 1.457 3.546 1.549
17 H 2.775 2.746 1.772

Properties
Lowest unoccupied orbital energy: 0.027 Ha
Multiplicity: 1

These are the Mulliken partial charges, in e, on atoms 1 to 2: atom 1 (O): -0.569, atom 2 (O): -0.281



S | # C4H10O3

2 unconnected molecules or ions with the total composition C4H10O3 (ωB97M-V/def2-TZVPD, the OMol25 dataset).

Positions of all 17 atoms, in Å:
1 C 0.760 -0.142 0.352
2 O 2.124 0.264 0.210
3 C 0.265 -0.619 -1.024
4 C -1.287 -0.687 -0.947
5 C -2.154 -0.992 -2.181
6 O -1.871 -1.921 -2.999
7 H 0.201 0.740 0.848
8 H 0.739 -0.912 1.117
9 H 2.782 -0.039 0.894
10 H 0.741 -1.612 -1.145
11 H 0.612 0.006 -1.870
12 H -1.466 -1.454 -0.242
13 H -1.626 0.123 -0.354
14 H -3.155 -0.469 -2.411
15 H 0.767 2.200 3.867
16 H 1.278 3.224 2.764
17 O 1.290 2.291 3.120

Properties
Lowest unoccupied orbital energy: 0.023 Ha
Multiplicity: 1

These are the Mulliken partial charges, in e, on atoms 1 to 2: atom 1 (C): -0.394, atom 2 (O): -0.548



Which one is most stable, and which one is least stable? R is the most stable of them, while Q is the least stable.



P | # C4H10O3

2 unconnected molecules or ions with the total composition C4H10O3 (ωB97M-V/def2-TZVPD, the OMol25 dataset).

Positions of all 17 atoms, in Å:
1 C -0.430 -0.821 0.211
2 C -1.131 -0.308 1.451
3 C 0.774 -1.719 0.423
4 C 0.937 1.284 -0.359
5 O -0.590 1.270 -1.242
6 O -1.074 -0.917 -0.853
7 O -0.767 1.999 -2.411
8 H -0.735 1.317 -3.108
9 H -1.979 -0.959 1.679
10 H -0.461 -0.232 2.308
11 H -1.540 0.678 1.234
12 H 1.515 -1.227 1.053
13 H 0.449 -2.625 0.935
14 H 1.223 -1.995 -0.528
15 H 1.042 2.365 -0.428
16 H 1.148 1.087 0.689
17 H 1.617 0.803 -1.055

Properties
Lowest unoccupied orbital energy: 0.017 Ha
Multiplicity: 1

These are the Mulliken partial charges, in e, on atoms 1 to 2: atom 1 (C): 0.855, atom 2 (C): -1.107



Q | # C4H10O3

A single C4H10O3 molecule (ωB97M-V/def2-TZVPD, the OMol25 dataset).

Positions of all 17 atoms, in Å:
1 C 2.689 0.629 0.133
2 O 1.489 -0.102 0.395
3 C 0.354 -0.316 -0.619
4 C -0.824 -0.584 0.344
5 O -0.629 0.550 1.169
6 C -2.292 -0.629 -0.163
7 O -2.676 0.584 -0.763
8 H 3.471 0.365 0.870
9 H 2.548 1.717 0.198
10 H 3.064 0.356 -0.851
11 H 0.041 0.567 -1.211
12 H 0.757 -1.105 -1.239
13 H -0.659 -1.528 0.887
14 H 0.415 0.528 1.190
15 H -2.941 -0.851 0.709
16 H -2.486 -1.433 -0.889
17 H -2.323 1.254 -0.159

Properties
Lowest unoccupied orbital energy: 0.031 Ha
Multiplicity: 1

These are the Mulliken partial charges, in e, on atoms 1 to 2: atom 1 (C): -0.659, atom 2 (O): -0.397



Which one is most stable, and which one is least stable? Q is the most stable of them, while P is the least stable.